A molecular structure, C29H32BFO2S2 in a non-equilibrium geometry. Source: the Open Molecules 2025 dataset; level of theory: ωB97M-V with the def2-TZVPD basis set.

Geometry (Å):
C1 4.962245 3.229891 -0.691399
C2 3.639170 2.844517 -0.082702
C3 3.429277 2.297210 1.168619
C4 2.065875 2.104872 1.521191
C5 1.159236 2.220816 0.454707
B1 -0.066076 -2.501346 -0.691142
C6 -0.073754 2.887512 0.468654
C7 -1.048279 3.009951 1.441376
C8 -2.244724 3.519334 0.905993
C9 -2.089591 4.070542 -0.360173
C10 -3.161110 4.802342 -1.046570
S1 -0.497874 3.847239 -0.971238
O1 0.685497 -2.640665 -1.837898
C11 2.078708 -2.764190 -1.385615
C12 2.667343 -3.858765 -2.259152
C13 2.849204 -1.476783 -1.688951
C14 1.961188 -3.094429 0.154562
C15 2.268998 -4.546441 0.485445
C16 2.747134 -2.185729 1.112803
O2 0.542555 -2.961168 0.452726
S2 2.142894 2.900307 -0.915430
H1 5.755984 3.252719 0.067749
H2 5.253016 2.480700 -1.448466
H3 4.935734 4.236486 -1.146912
H4 4.285188 2.122835 1.827051
H5 1.764513 2.066658 2.557213
H6 -0.846794 2.718970 2.467647
H7 -3.197171 3.575712 1.429683
H8 -3.657902 5.429589 -0.294703
H9 -2.763244 5.411767 -1.871197
H10 -3.909289 4.081971 -1.401815
H11 3.668519 -4.150738 -1.917569
H12 2.013925 -4.739391 -2.256256
H13 2.725109 -3.479478 -3.289674
H14 3.936139 -1.618434 -1.472479
H15 2.770333 -1.240337 -2.758777
H16 2.517022 -0.626761 -1.079779
H17 3.297810 -4.803069 0.202596
H18 2.175928 -4.685572 1.571955
H19 1.563606 -5.208938 -0.041063
H20 3.823577 -2.438805 1.029926
H21 2.626670 -1.108857 0.921303
H22 2.452455 -2.386758 2.153514
F1 -3.588276 -3.145775 4.446485
C17 -3.078071 -2.469421 3.371740
C18 -2.779752 -3.175677 2.223205
C19 -2.103950 -2.531322 1.186650
C20 -1.819125 -1.139601 1.252885
C21 -1.158827 -0.299751 0.198621
C22 -2.108588 0.438642 -0.623351
C23 -1.787960 0.578678 -2.000954
C24 -2.702880 1.050999 -2.914663
C25 -3.946343 1.535895 -2.505903
C26 -4.284616 1.433807 -1.155058
C27 -3.400614 0.904465 -0.223081
C28 -2.234695 -0.445806 2.422406
C29 -2.841019 -1.111228 3.489767
H23 -2.981176 -4.228774 2.161701
H24 -1.910703 -3.093054 0.264133
H25 -0.457189 -0.944743 -0.466000
H26 -0.807084 0.216299 -2.327414
H27 -2.445490 1.148169 -3.965189
H28 -4.639264 1.999236 -3.201217
H29 -5.233360 1.840588 -0.792227
H30 -3.731230 0.798273 0.821039
H31 -2.091626 0.639275 2.436320
H32 -3.077193 -0.594440 4.414352

Atoms 1-3, force components in eV/Å:
0.00 -0.13 -0.21
-0.29 -0.80 0.78
0.62 0.53 -0.19

- strongest force on any atom (hartree/bohr) = 0.098
- frontier orbital gap (eV) = 5.78


A molecular structure, C29H32BaO4P2 in a non-equilibrium geometry. Source: the Open Molecules 2025 dataset; level of theory: ωB97M-V with the def2-TZVPD basis set.

Geometry (Å):
Ba1 0.319225 -1.498865 -1.913660
C1 2.860026 -3.962371 -3.264701
O1 1.739257 -3.787898 -2.383733
C2 0.841468 -4.920039 -2.376341
C3 -0.312923 -4.696730 -3.319379
O2 -1.176321 -3.648225 -2.835710
C4 -2.306147 -4.143008 -2.110314
H1 3.463209 -4.809721 -2.945848
H2 3.456597 -3.056081 -3.205624
H3 2.533891 -4.111946 -4.294889
H4 0.488295 -5.046232 -1.352561
H5 1.382992 -5.825345 -2.652918
H6 -0.883165 -5.618000 -3.444634
H7 0.046683 -4.393071 -4.301624
H8 -2.892699 -4.824101 -2.724172
H9 -2.926943 -3.288509 -1.852452
H10 -1.995223 -4.658259 -1.199106
O3 0.478379 -1.352368 0.267405
P1 0.585181 -0.227587 1.341652
C5 1.084461 1.313052 0.510750
P2 0.311614 1.794424 -1.078529
O4 0.653938 0.725384 -2.140325
C6 0.941044 3.401446 -1.451758
C7 0.096998 4.499944 -1.614468
C8 0.636177 5.742565 -1.925692
C9 2.006176 5.887345 -2.075482
C10 2.853929 4.794712 -1.922230
C11 2.327422 3.554219 -1.610796
C12 -1.442539 1.849212 -0.838993
C13 -2.258508 1.218000 -1.779827
C14 -3.639807 1.245051 -1.632181
C15 -4.199960 1.912906 -0.553472
C16 -3.392637 2.560563 0.378728
C17 -2.016369 2.532156 0.238716
C18 1.791628 -0.569042 2.583519
C19 1.676584 -1.776895 3.286879
C20 2.598193 -2.083719 4.272430
C21 3.627074 -1.192408 4.567420
C22 3.741721 0.006427 3.879794
C23 2.825085 0.317625 2.884005
C24 -0.962675 0.015221 2.150970
C25 -1.021324 0.873250 3.252915
C26 -2.228651 1.080983 3.899199
C27 -3.371329 0.420100 3.457108
C28 -3.311762 -0.445290 2.373897
C29 -2.106294 -0.650309 1.716483
H11 2.150365 1.215761 0.280961
H12 0.977974 2.149872 1.206978
H13 -0.975498 4.397574 -1.511093
H14 -0.015903 6.595905 -2.054923
H15 2.421438 6.857632 -2.318242
H16 3.921915 4.913520 -2.051399
H17 3.000394 2.708606 -1.516900
H18 -1.827609 0.748033 -2.653877
H19 -4.273405 0.766160 -2.367645
H20 -5.276752 1.943860 -0.444155
H21 -3.840120 3.089748 1.210593
H22 -1.395610 3.039527 0.969575
H23 0.874471 -2.474025 3.074564
H24 2.514321 -3.015751 4.817346
H25 4.341481 -1.435115 5.344236
H26 4.539970 0.698148 4.114871
H27 2.923070 1.259962 2.359931
H28 -0.126818 1.368058 3.619664
H29 -2.278044 1.738890 4.757198
H30 -4.311012 0.571966 3.973717
H31 -4.204134 -0.964703 2.049002
H32 -2.062452 -1.332223 0.879159

Atoms 1-3, force components in eV/Å:
-0.50 -2.91 -3.10
-0.14 0.05 0.07
-0.13 -0.31 -0.11

- strongest force on any atom (hartree/bohr) = 0.083
- frontier orbital gap (eV) = 9.67
- total charge = +2


A molecular structure, C29H32BrNORhS2Si2. Source: the Open Molecules 2025 dataset; level of theory: ωB97M-V with the def2-TZVPD basis set.

Geometry (Å):
Rh1 0.003475 1.802714 -0.227464
C1 -0.443464 0.188539 3.121472
Si1 0.202406 1.716277 2.231705
C2 -0.372288 3.260196 3.140041
C3 2.103733 1.659353 2.233661
C4 2.724317 1.458518 3.469595
C5 4.101317 1.395208 3.599072
C6 4.897397 1.530954 2.473073
C7 4.302092 1.728075 1.238061
C8 2.912562 1.796637 1.088560
Si2 2.354605 2.050259 -0.721278
C9 2.982198 3.703617 -1.337720
C10 3.068515 0.679126 -1.787586
H1 -0.329063 0.314080 4.201484
H2 0.116759 -0.694192 2.818311
H3 -1.499062 0.007133 2.917049
H4 -0.071045 3.196593 4.188662
H5 -1.456806 3.363739 3.102038
H6 0.069054 4.156192 2.708519
H7 2.116756 1.348467 4.361950
H8 4.550722 1.240937 4.571312
H9 5.975154 1.483584 2.555619
H10 4.942901 1.829300 0.368144
H11 4.074222 3.710835 -1.295657
H12 2.612359 4.529422 -0.734209
H13 2.681794 3.872452 -2.372285
H14 4.102348 0.913417 -2.051420
H15 2.503914 0.565244 -2.713652
H16 3.045841 -0.272220 -1.259153
C11 -5.294461 0.444053 0.127744
C12 -4.154507 0.673265 -0.827819
C13 -4.368101 0.649732 -2.218296
C14 -3.251821 0.897996 -3.056432
C15 -2.037349 1.120577 -2.493064
Br1 -0.523252 1.419448 -3.610502
N1 -1.780194 1.086793 -1.150861
C16 -2.898329 0.906628 -0.341070
H17 -6.226556 0.293510 -0.415851
H18 -5.431046 1.295921 0.795350
H19 -5.121246 -0.438401 0.747800
H20 -5.351199 0.490180 -2.633810
H21 -3.349748 0.919066 -4.132087
H22 -2.699527 0.926847 0.723414
S1 -0.138702 5.030666 -0.146133
C17 -0.455155 3.600935 -0.728271
O1 0.487798 -0.353376 -0.313918
S2 -0.292035 -1.198547 -1.323203
C18 0.854866 -2.510017 -1.692098
C19 1.729319 -3.022606 -0.740950
C20 2.609770 -4.023045 -1.111001
C21 2.614017 -4.499643 -2.417730
C22 1.749035 -3.970583 -3.361606
C23 0.865698 -2.961090 -3.001907
C24 -1.544853 -2.048265 -0.396056
C25 -2.797054 -2.117246 -0.987817
C26 -3.829330 -2.740953 -0.300498
C27 -3.600096 -3.269122 0.961052
C28 -2.343941 -3.173091 1.551173
C29 -1.307167 -2.557557 0.873984
H23 1.738118 -2.619203 0.262278
H24 3.299243 -4.429162 -0.383619
H25 3.306941 -5.280544 -2.701069
H26 1.767913 -4.330164 -4.381133
H27 0.199046 -2.517644 -3.730511
H28 -2.967440 -1.661802 -1.955754
H29 -4.813580 -2.794099 -0.745409
H30 -4.407737 -3.749339 1.497659
H31 -2.177349 -3.573338 2.541939
H32 -0.332686 -2.451235 1.328198

Atoms 1-3, force components in eV/Å:
-0.68 -0.18 -0.01
0.00 0.08 -0.04
0.19 0.06 0.36

- strongest force on any atom (hartree/bohr) = 0.014
- multiplicity = 6
- frontier orbital gap (alpha / beta) (eV) = 4.83 / 6.45


A single C29H32N4O3S molecule. Source: the Open Molecules 2025 dataset; level of theory: ωB97M-V with the def2-TZVPD basis set.

Geometry (Å):
C1 3.175410 4.438810 -1.927242
O1 2.608422 3.231514 -2.367893
C2 3.054583 2.065384 -1.805755
C3 2.483776 0.890970 -2.287219
C4 2.834817 -0.336955 -1.767764
C5 3.781133 -0.447162 -0.744639
N1 4.190484 -1.673394 -0.219361
C6 4.459495 -1.784922 1.203785
C7 3.329189 -2.577052 1.903585
N2 2.116090 -2.452186 1.122433
C8 1.328124 -1.365502 1.343931
O2 1.538018 -0.602009 2.271769
C9 0.155118 -1.195992 0.442320
C10 -0.035440 0.016806 -0.208942
C11 -1.144080 0.219128 -1.006203
C12 -2.103141 -0.777562 -1.148067
C13 -1.909269 -2.001079 -0.486456
C14 -0.791042 -2.207382 0.298369
N3 -2.858714 -3.009987 -0.671403
C15 -4.047532 -2.850869 -1.296526
O3 -4.809472 -3.772246 -1.487478
C16 -4.383749 -1.404974 -1.659726
C17 -5.148270 -0.815549 -0.463260
S1 -5.675284 0.897154 -0.826624
C18 -5.431882 1.652053 0.831294
C19 -3.987951 1.807491 1.173633
C20 -3.231370 2.800743 0.562477
C21 -1.902941 2.978087 0.895005
C22 -1.286886 2.163602 1.838000
C23 0.131431 2.392213 2.252841
C24 -2.034541 1.145623 2.416817
C25 -3.366865 0.969071 2.092103
N4 -3.195794 -0.649431 -1.975159
C26 2.208397 -3.147263 -0.141758
C27 3.623399 -2.897418 -0.729613
C28 4.381406 0.734536 -0.306451
C29 4.020600 1.969137 -0.812951
H1 4.252243 4.475157 -2.124065
H2 2.680556 5.223747 -2.497439
H3 2.998019 4.602775 -0.858646
H4 1.743339 0.959480 -3.068396
H5 2.346255 -1.207221 -2.174442
H6 5.421348 -2.289589 1.354357
H7 4.511405 -0.790555 1.641040
H8 3.140433 -2.172432 2.897800
H9 3.572401 -3.639596 1.984072
H10 0.699650 0.796309 -0.098534
H11 -1.280688 1.158659 -1.518600
H12 -0.661445 -3.151571 0.808173
H13 -2.633436 -3.940685 -0.343787
H14 -5.040504 -1.411960 -2.536232
H15 -6.030718 -1.416020 -0.241419
H16 -4.490317 -0.769954 0.405505
H17 -5.964708 1.028135 1.548741
H18 -5.927404 2.619310 0.751839
H19 -3.698984 3.442169 -0.171446
H20 -1.336515 3.767093 0.420689
H21 0.153854 2.922920 3.205483
H22 0.661050 2.993794 1.517519
H23 0.651990 1.446290 2.387554
H24 -1.564722 0.489671 3.134610
H25 -3.936728 0.188788 2.580138
H26 -3.391548 0.295216 -2.280665
H27 1.433695 -2.774512 -0.811187
H28 2.049247 -4.220622 0.017596
H29 4.297829 -3.706977 -0.432954
H30 3.594948 -2.871207 -1.818459
H31 5.161235 0.702600 0.438469
H32 4.512519 2.847393 -0.425155

Atoms 1-3, force components in eV/Å:
0.08 0.17 0.06
-0.10 -0.30 -0.07
-0.09 -0.16 -0.10

- strongest force on any atom (hartree/bohr) = 0.011
- frontier orbital gap (eV) = 8.07
- structure (SMILES) = COc1ccc(N2CCN(C(=O)c3ccc4c(c3)NC(=O)[C@@H](CSCc3ccc(C)cc3)N4)CC2)cc1


One value per record, in order, for energy above the lowest of the compared OMol25 structures with the same formula, charge and spin: 132.9 11.5 19.1 0.0 kcal/mol.